# 1
Formula: C4H32BO24
Source: the Open Molecules 2025 dataset
Level of theory: ωB97M-V with the def2-TZVPD basis set

```
61
Properties=species:S:1:pos:R:3:lowdin_charge:R:1
O -8.1383 32.0768 -11.4912 0.076
C -8.1274 32.3623 -12.7302 -0.398
O -7.1780 32.1757 -13.4862 0.307
B -7.5441 32.8290 -14.7514 -0.764
O -8.7931 33.6030 -14.4473 0.345
C -9.0506 33.2035 -13.3082 -0.441
O -9.9909 33.6936 -12.6441 0.112
O -7.7102 31.8734 -15.8353 0.306
C -6.9753 32.2053 -16.7856 -0.447
O -6.8979 31.6011 -17.8296 0.132
C -6.2006 33.3272 -16.4118 -0.407
O -6.5479 33.7898 -15.2905 0.302
O -5.1073 33.5854 -16.9182 0.128
O -6.5675 29.1583 -16.6831 -0.046
H -6.4671 29.9842 -17.1442 -0.033
H -6.1986 29.2740 -15.8111 -0.038
O -6.2350 29.6146 -19.5856 -0.099
H -5.7374 30.3826 -19.3065 -0.043
H -7.2065 29.8561 -19.4488 0.065
O -9.6977 29.8880 -16.7263 -0.015
H -9.7073 30.1092 -17.6333 0.010
H -8.8396 30.1109 -16.4451 -0.034
O -5.6590 31.9789 -9.8915 -0.046
H -6.1498 32.0919 -9.0569 0.030
H -4.9452 31.3857 -9.7283 0.043
O -5.7949 29.7163 -14.2310 -0.027
H -5.2440 28.9522 -13.9276 0.123
H -6.7006 29.5067 -14.1427 0.058
O -4.4957 31.8272 -13.1126 -0.076
H -4.9668 31.0656 -13.5263 -0.013
H -5.1879 32.4887 -12.9629 -0.010
O -10.6140 30.9527 -11.1701 -0.051
H -10.9934 31.0661 -12.0407 0.008
H -9.7358 31.3368 -11.1577 -0.024
O -3.4151 33.8555 -14.7550 -0.089
H -2.6349 34.2151 -15.2294 0.040
H -4.1091 33.7686 -15.4652 0.001
O -3.8719 30.9166 -16.5483 -0.041
H -3.7243 31.2641 -17.4271 -0.018
H -3.8013 29.9612 -16.5841 0.036
O -5.2994 34.5830 -12.5656 -0.006
H -5.3416 35.3313 -13.1127 0.020
H -5.8909 34.6972 -11.8387 -0.024
O -7.9622 32.6473 -8.2484 -0.045
H -8.2513 33.1983 -8.9501 -0.050
H -8.2299 31.8267 -8.7003 0.070
O -9.9278 33.8119 -9.7082 -0.017
H -9.9228 34.1922 -10.5490 -0.010
H -9.6491 34.5080 -9.1077 0.052
O -6.5839 29.7687 -11.3439 -0.061
H -5.7815 29.4741 -11.7426 -0.002
H -6.5012 30.7044 -11.0897 -0.010
O -7.0508 34.7298 -10.4400 -0.022
H -7.1760 33.7917 -10.2998 -0.005
H -6.4957 34.9625 -9.6980 0.067
O -4.0994 31.3207 -19.1854 -0.038
H -4.3118 32.2406 -19.4114 0.083
H -3.4059 31.1232 -19.8159 0.073
O -12.8203 32.8441 -12.4041 -0.041
H -13.0133 32.3883 -13.2197 0.027
H -11.9179 33.0270 -12.6346 -0.026
```

Summary:
HOMO energy ... -7.00 eV
Total charge ... -1
Calculated total energy ... -54490.205 eV


# 2
Formula: C4H32NO10S2
Source: the Open Molecules 2025 dataset
Level of theory: ωB97M-V with the def2-TZVPD basis set

```
49
Properties=species:S:1:pos:R:3:lowdin_charge:R:1
N 1.8534 -0.9703 1.5346 0.080
C 0.5945 -1.2689 2.2276 -0.226
C -0.6135 -1.1853 1.1405 -0.565
S -1.3813 -2.7732 0.9944 0.480
S -0.2071 -3.9085 -0.0829 0.455
C -0.4026 -3.8831 -1.9118 -0.523
C 0.2435 -2.6891 -2.7468 -0.130
H 2.1409 -1.7068 0.8636 0.080
H 1.9606 0.0252 1.2402 0.060
H 2.6090 -0.9573 2.3639 0.221
H 0.2442 -0.6610 3.1430 0.141
H 0.7668 -2.2944 2.6916 0.123
H -0.2309 -0.7100 0.1841 0.077
H -1.5113 -0.4858 1.4726 0.084
H 0.0104 -4.7750 -2.2796 0.031
H -1.5491 -3.9406 -2.1909 0.110
H -0.0343 -2.6764 -3.7610 0.050
H 1.3194 -2.7804 -2.8827 0.059
H 0.1000 -1.7476 -2.2895 0.028
H 0.3968 1.8678 -1.7961 0.033
H 1.5177 2.9510 -2.1760 0.124
O 1.3874 2.0389 -1.7141 -0.117
H 3.8269 -2.9176 -0.1613 0.089
H 2.9716 -3.8834 0.7544 0.023
O 3.4323 -3.0672 0.7337 -0.044
H -4.8887 -0.9717 1.6265 0.082
H -4.6461 -0.4217 0.0823 0.133
O -4.4764 -0.2252 1.1096 -0.130
H -1.8227 1.6977 -0.9950 0.114
H -1.7046 1.5701 -2.4963 0.056
O -1.2089 1.2344 -1.7430 -0.088
H -1.9147 4.4052 0.3677 0.109
H -2.8951 3.2205 0.7191 0.034
O -1.9737 3.4073 0.3754 -0.094
H 2.8325 -0.8250 -1.6716 0.039
H 2.2785 0.5288 -1.2891 0.030
O 2.4629 -0.3744 -0.9219 -0.058
H -4.6533 2.0340 -0.1480 0.060
H -4.6010 1.7047 1.3163 0.044
O -4.4074 2.4361 0.6966 -0.055
H -0.5023 1.5699 2.3308 0.065
H -0.9464 2.3533 1.1298 -0.059
O -0.4251 1.6577 1.3936 -0.019
H 2.8746 2.1086 0.9392 0.064
H 1.3231 1.9642 1.2753 0.035
O 2.2345 1.6461 1.5523 -0.100
H 2.0290 3.3915 -0.6298 -0.060
H 2.7733 4.6095 -0.1035 0.060
O 2.8125 3.6777 -0.2680 -0.006
```

Summary:
HOMO energy ... -11.35 eV
Total charge ... +1
Calculated total energy ... -48296.654 eV


# 3
Formula: C4H32NO14
Source: the Open Molecules 2025 dataset
Level of theory: ωB97M-V with the def2-TZVPD basis set

```
51
Properties=species:S:1:pos:R:3:lowdin_charge:R:1
O 1.4384 -0.3187 -2.6497 0.008
C 1.2675 -0.3700 -1.4227 -0.594
O 0.5615 -1.2878 -0.8483 -0.123
C 1.9343 0.6582 -0.5308 -0.085
C 0.8042 1.5849 -0.0534 -0.192
C 1.2994 2.7331 0.7938 -0.272
N 0.1176 3.4562 1.3066 -0.001
H 2.7119 1.2260 -1.0439 0.122
H 2.3921 0.1510 0.3219 0.117
H 0.0637 0.9974 0.4982 0.104
H 0.2500 2.0079 -0.9077 0.092
H 1.9305 2.3883 1.6206 0.106
H 1.8793 3.4455 0.1941 0.115
H 0.3819 4.2410 1.8836 0.069
H -0.4340 2.7983 1.8389 0.056
H -2.7903 1.1987 -0.5221 0.038
H -2.7429 -0.3029 -0.4306 0.026
O -3.0738 0.4804 0.0625 -0.055
H 0.7612 -3.0864 -1.1852 0.026
H -0.0834 -4.2490 -0.4864 0.023
O 0.7955 -4.0345 -0.8990 -0.101
H -2.2390 0.5010 1.5586 0.030
H -2.5141 0.1240 3.0428 0.087
O -1.7887 0.2811 2.4189 -0.085
H -0.8721 -1.1021 1.9685 0.004
H 0.0597 -1.5735 0.7568 0.034
O -0.3827 -1.8621 1.6041 -0.088
H -0.8660 -1.4163 -1.4553 0.043
H -1.9465 -1.6870 -2.5408 0.085
O -1.8778 -1.3288 -1.6448 -0.102
H -1.4079 -3.5327 0.9177 0.037
H -2.1304 -3.3181 -0.4279 0.030
O -1.7332 -4.0078 0.1249 -0.071
H 0.8238 1.0266 -3.5110 0.015
H 0.5927 2.5731 -3.3202 0.050
O 0.3254 1.8116 -3.8514 -0.072
H -1.1661 1.5304 -3.0204 0.011
H -1.8609 0.3542 -2.2189 0.009
O -1.8926 1.3198 -2.3906 -0.105
H -1.0545 3.8013 -0.5505 -0.006
H -1.7222 2.9627 -1.7256 -0.023
O -1.3704 3.8362 -1.4720 -0.100
H 3.0597 -2.4291 -0.0460 0.042
H 2.1540 -3.6152 0.1330 0.021
O 2.9511 -3.1865 0.5422 -0.075
H 1.2013 0.0215 3.4727 0.006
H -0.2169 0.5250 3.2391 -0.024
O 0.6167 0.7677 3.6872 -0.083
H 1.1515 -1.9270 2.4406 -0.019
H 2.5548 -2.3284 2.0044 -0.011
O 2.0868 -1.8394 2.7235 -0.119
```

Summary:
HOMO energy ... -7.16 eV
Total charge ... -1
Calculated total energy ... -34828.972 eV


no.,Kohn-Sham gap (eV)
1,8.85
2,8.73
3,9.78